Entry 1:
This record from the OMol25 dataset describes one molecule with the formula CH8N2O2Si in a non-equilibrium geometry. The level of theory is ωB97M-V/def2-TZVPD.

```
14
CH8N2O2Si, DFT ωB97M-V/def2-TZVPD
Si 0.22 -0.45 -0.49
O -1.43 0.58 -0.14
O 1.22 -0.15 0.77
N -1.28 1.92 -0.57
N 1.75 1.06 1.28
C -0.01 -2.36 -0.11
H 1.52 1.82 0.71
H -0.44 -2.47 0.88
H -1.94 2.55 -0.13
H -1.52 2.04 -1.57
H 1.44 1.26 2.19
H 0.69 -3.21 -0.35
H 0.64 0.11 -1.78
H -0.86 -2.70 -0.68
```

maximum force	3.352	eV/A
gap between HOMO and LUMO	9.500	eV
total charge	0
energy relative to the best compared isomer or geometry (same formula, charge and spin)	92.50	kJ/mol

---

Entry 2:
This record from the OMol25 dataset describes C18H16BrNO8PS as an isolated structure in a non-equilibrium geometry. The level of theory is ωB97M-V/def2-TZVPD.

```
46
C18H16BrNO8PS, DFT ωB97M-V/def2-TZVPD
Br -0.89 -3.50 -4.25
S -4.21 -1.96 -1.53
P -1.08 -1.50 -1.98
O -1.84 -4.83 -1.40
O 0.43 -1.42 -2.36
O 3.22 0.36 4.49
O -1.15 -2.11 -0.40
O -1.69 0.11 -2.05
O -4.08 -5.21 -1.56
O 2.57 4.05 0.69
O -4.04 -3.43 -3.79
N -1.96 -2.41 -3.18
C 3.56 4.92 3.15
C 2.02 -0.92 0.69
C -6.04 -2.20 -4.64
C -3.19 -3.07 -2.68
C 4.15 4.33 5.41
C 2.02 1.39 0.00
C 3.24 3.58 2.89
C 3.40 2.62 3.89
C -4.43 -2.29 -4.59
C 3.84 3.00 5.15
C 2.45 -0.54 1.96
C 4.02 5.29 4.41
C 3.10 1.20 3.61
C 2.74 3.20 1.55
C 2.67 0.80 2.25
C -2.95 -4.43 -1.85
C 2.47 1.77 1.26
C 1.80 0.05 -0.29
H 2.62 -1.30 2.72
H -6.39 -2.32 -5.74
H -4.01 -1.28 -4.27
H -6.44 -1.20 -4.24
H -4.23 -2.60 -0.29
H -4.06 -2.47 -5.67
H 1.85 2.14 -0.77
H 1.46 -0.25 -1.28
H 4.50 4.62 6.40
H 3.46 5.67 2.38
H 1.86 -1.97 0.46
H 3.95 2.26 5.94
H -0.39 -1.69 0.08
H 4.27 6.32 4.61
H -2.12 0.29 -1.18
H -6.48 -3.05 -4.03
```

maximum force	7.047	eV/A
gap between HOMO and LUMO	5.091	eV
total charge	-1

---

Entry 3:
This record from the OMol25 dataset describes a 2-piece molecular cluster, C2H7N3OS overall in a non-equilibrium geometry. The level of theory is ωB97M-V/def2-TZVPD.

```
14
C2H7N3OS, DFT ωB97M-V/def2-TZVPD
S 1.81 0.99 -2.22
O -1.39 -1.21 1.13
N 0.77 0.69 -0.93
N 0.20 -1.43 -1.22
N -0.67 -0.09 0.68
C 0.12 -0.42 -0.51
C -0.02 0.58 1.89
H 0.36 1.67 -0.70
H 0.51 1.32 1.34
H 1.08 0.74 -3.48
H -1.01 0.78 2.36
H -0.22 -2.20 -0.63
H -2.09 -1.30 -0.28
H 0.54 -0.13 2.59
```

maximum force	5.973	eV/A
gap between HOMO and LUMO	7.973	eV
total charge	0
energy relative to the best compared isomer or geometry (same formula, charge and spin)	568.93	kJ/mol

---

Entry 4:
This record from the OMol25 dataset describes C25H33KNO9PS3Te as an isolated structure. The level of theory is ωB97M-V/def2-TZVPD.

```
74
C25H33KNO9PS3Te, DFT ωB97M-V/def2-TZVPD
Te 0.67 3.21 -4.94
K -0.04 1.08 -1.19
S 0.10 -2.08 2.74
S 2.96 -0.16 2.89
S 2.06 -1.71 -0.09
P 1.69 1.33 -3.90
O -1.56 2.89 -1.82
O -3.62 3.73 -1.41
O -6.52 -0.37 -1.92
O -2.41 -3.09 -0.61
O 2.87 0.77 -4.85
O -0.75 -1.61 -0.97
O 0.74 0.02 -3.92
O -0.23 1.48 1.51
O 2.18 1.47 -2.49
N -2.51 0.39 -1.32
C -1.53 -0.31 -4.56
C 3.98 -1.37 2.00
C -1.94 -1.96 -0.91
C -2.79 2.82 -1.61
C 1.48 -2.41 3.84
C 2.28 -1.16 4.23
C 3.74 -1.45 0.49
C 3.87 1.63 -5.40
C -2.00 1.21 5.90
C -3.37 1.39 -1.57
C -2.25 0.66 3.18
C -0.18 1.92 2.63
C -5.18 -0.13 -1.71
C -2.97 -0.86 -1.24
C -4.30 -1.17 -1.43
C -3.06 0.43 5.43
C 0.86 2.92 3.04
C -4.72 1.17 -1.76
C -0.10 -0.32 -5.03
C 1.66 -3.29 0.68
C -1.20 1.43 3.65
C 4.83 2.13 -4.34
C -3.19 0.16 4.08
C 0.34 -3.33 1.46
C -1.07 1.71 5.00
H 2.14 -3.13 3.35
H 4.04 -0.53 0.00
H 4.31 2.73 -3.59
H 5.04 -1.12 2.17
H 3.82 -2.34 2.46
H -1.90 1.41 6.96
H 3.06 -1.45 4.94
H 5.59 2.76 -4.80
H -0.50 -3.21 0.78
H -0.25 2.32 5.36
H 0.25 -4.33 1.91
H 4.40 -2.23 0.10
H -6.65 -1.32 -1.85
H 2.49 -3.59 1.32
H 0.06 0.40 -5.84
H 1.43 3.21 2.16
H -2.19 -0.64 -5.37
H 0.41 3.80 3.50
H -4.61 -2.20 -1.34
H -1.66 -0.99 -3.71
H -4.00 -0.44 3.71
H -2.31 0.45 2.12
H 4.39 1.02 -6.14
H 3.38 2.46 -5.92
H 0.22 -1.31 -5.36
H 1.14 -2.88 4.76
H 1.54 2.47 3.77
H -3.79 0.04 6.13
H -5.38 2.01 -1.94
H 1.62 -0.47 4.76
H 1.57 -4.04 -0.10
H -1.82 0.69 -4.25
H 5.31 1.30 -3.83
```

maximum force	0.942	eV/A
gap between HOMO and LUMO	5.162	eV
total charge	-2
energy relative to the best compared isomer or geometry (same formula, charge and spin)	115.06	kJ/mol

---

Entry 5:
This record from the OMol25 dataset describes one molecule with the formula C4H4N2O in a non-equilibrium geometry. The level of theory is ωB97M-V/def2-TZVPD.

```
11
C4H4N2O, DFT ωB97M-V/def2-TZVPD
O 2.34 -1.36 -0.03
N 0.08 -1.53 0.00
N -1.28 0.44 -0.01
C -0.11 1.27 0.02
C -1.01 -0.89 -0.07
C 1.11 0.68 -0.02
C 1.27 -0.80 -0.01
H -0.23 2.36 -0.01
H -1.96 -1.46 -0.23
H -2.25 0.02 0.40
H 2.03 1.27 -0.05
```

maximum force	4.733	eV/A
gap between HOMO and LUMO	9.876	eV
total charge	0
energy relative to the best compared isomer or geometry (same formula, charge and spin)	214.58	kJ/mol

---

Entry 6:
This record from the OMol25 dataset describes C42H47Ge2N3O5Pd as an isolated structure. The level of theory is ωB97M-V/def2-TZVPD.

```
100
C42H47Ge2N3O5Pd, DFT ωB97M-V/def2-TZVPD
Pd 0.25 -0.07 1.08
Ge -1.29 0.40 2.77
Ge 1.19 2.01 1.73
O 4.87 0.68 -5.54
O 1.84 -0.45 -0.45
O 0.45 2.64 -5.62
O 2.10 1.62 -1.29
O 5.35 -1.59 -5.57
N -1.15 0.57 -1.32
N 0.08 -2.33 1.23
N 0.71 4.30 -4.11
C 2.28 0.39 -1.28
C 0.42 2.56 3.54
C -1.18 -5.31 -0.62
C 1.11 3.74 0.75
C 0.70 3.84 4.27
C 3.10 1.44 1.89
C 3.52 -3.74 1.64
C 3.13 -0.21 -2.40
C 1.32 -2.68 1.74
C 3.87 -3.24 2.89
C 4.18 -2.13 -3.45
C -0.15 5.72 5.57
C -0.63 0.04 -2.43
C -2.17 -4.74 -1.40
C 2.28 -3.47 1.08
C -0.17 0.81 -3.49
C -0.79 2.74 -2.23
C 4.30 0.06 -4.43
C -0.24 2.19 -3.37
C 1.96 4.42 4.35
C -1.24 1.89 -1.23
C 0.33 3.04 -4.48
C -0.59 -3.16 0.38
C 2.94 -2.43 3.55
C 3.99 1.77 3.09
C -2.31 -0.72 5.29
C -2.95 2.81 2.21
C 2.44 4.50 0.69
C -1.67 -2.61 -0.36
C 5.38 -0.38 -6.33
C 1.13 6.25 5.67
C -0.41 -4.56 0.26
C -0.54 1.75 4.01
C 3.58 0.64 -3.42
C 2.18 5.60 5.05
C -0.36 4.54 4.88
C 3.43 -1.56 -2.42
C -3.01 1.28 2.24
C -2.41 -3.37 -1.23
C -1.93 -1.12 3.87
C 4.60 -1.28 -4.45
C 1.71 -2.15 2.99
H 0.33 4.35 1.21
H -1.36 4.14 4.78
H 0.80 3.51 -0.27
H 1.24 4.80 -4.80
H -0.89 3.81 -2.09
H 2.80 4.76 1.68
H -2.86 3.22 3.22
H 3.19 -1.99 4.51
H -2.06 3.17 1.67
H -3.83 3.26 1.74
H -2.80 -1.54 3.35
H 2.79 3.93 3.85
H 3.20 3.89 0.20
H -3.79 0.95 2.93
H 3.59 1.76 0.96
H 1.03 -1.49 3.50
H 2.06 -3.84 0.09
H -0.99 -6.38 -0.69
H -1.87 -1.55 -0.23
H -2.76 -1.54 5.86
H -1.00 1.99 4.97
H 3.06 -2.16 -1.60
H -1.44 -0.37 5.85
H 6.41 -0.16 -6.61
H 4.75 -0.51 -7.23
H -0.56 -1.04 -2.45
H -3.21 -2.89 -1.80
H -2.75 -5.33 -2.10
H 4.22 -4.34 1.08
H 3.18 6.01 5.09
H -0.99 6.22 6.03
H 4.84 -3.45 3.33
H 0.32 -5.06 0.87
H 3.33 1.69 -3.38
H -3.29 0.90 1.25
H 4.86 1.10 3.12
H -3.04 0.11 5.30
H 4.42 -3.18 -3.47
H 3.02 0.36 1.81
H 0.93 4.47 -3.14
H 3.46 1.64 4.04
H -1.18 -1.91 3.87
H 2.36 5.44 0.12
H 0.28 0.36 -4.36
H 1.30 7.17 6.22
H 4.38 2.79 3.06
H -1.64 2.28 -0.31
```

maximum force	0.519	eV/A
gap between HOMO and LUMO	5.236	eV
total charge	-2
energy relative to the best compared isomer or geometry (same formula, charge and spin)	100.80	kJ/mol

---

Entry 7:
This record from the OMol25 dataset describes C45H95BeClN5O9 as an isolated structure in a non-equilibrium geometry. The level of theory is ωB97M-V/def2-TZVPD.

```
156
C45H95BeClN5O9, DFT ωB97M-V/def2-TZVPD
Cl 0.24 -1.40 -1.16
O 2.80 2.50 6.43
O -2.44 7.05 -1.42
O 1.66 -1.62 -0.82
O 0.14 -1.26 -2.64
O 2.37 3.67 -5.13
O 2.31 -4.83 0.50
O -0.15 -0.18 -0.57
O -4.01 -3.46 -2.91
O -0.60 -2.49 -0.73
N 2.21 -5.35 1.83
N -3.99 -2.70 -1.73
N 2.49 2.11 5.18
N 2.90 2.45 -4.84
N -2.41 5.64 -1.14
C 0.98 1.62 2.68
C 4.45 -6.44 1.47
C 3.26 2.28 -2.33
C 2.89 0.05 -5.51
C -5.18 -1.18 0.53
C -4.46 -3.46 -0.48
C 3.91 2.32 -3.74
C 0.90 -5.12 2.50
C -0.40 5.24 -2.58
C 2.90 -6.64 1.92
C 2.24 -7.68 1.11
C 2.05 1.40 -5.38
C 0.23 1.46 5.87
C 1.58 1.69 -6.94
C -1.34 3.11 -0.28
C -4.62 -1.35 -1.99
C 1.57 0.99 5.13
C -3.48 -4.48 -0.07
C -5.85 -4.18 -0.69
C -4.37 -2.51 0.79
C 0.81 -3.63 2.51
C -1.07 5.82 1.06
C -1.84 4.79 -2.24
C -4.53 -0.43 -0.62
C -3.52 5.95 1.11
C 5.00 3.38 -4.03
C 1.37 4.27 4.42
C -2.78 4.86 -3.50
C -1.81 3.32 -1.77
C 1.72 -6.93 4.17
C 2.21 -0.17 5.88
C -3.64 -0.61 -2.88
C 1.26 0.51 3.69
C 3.82 3.82 3.99
C 0.82 1.12 -4.54
C -6.05 -1.37 -2.54
C 2.17 2.54 2.76
C -2.35 5.33 0.31
C 0.97 -5.65 3.93
C 2.46 3.17 4.16
C -0.27 -5.83 1.72
C 4.69 1.00 -4.04
C 3.76 -0.25 -4.28
C -2.38 3.84 0.56
C 3.04 -7.05 3.46
Be -1.49 -3.52 -3.12
H 1.20 4.73 5.39
H -3.33 7.02 1.01
H -0.28 3.25 -0.09
H -3.37 3.44 0.33
H 0.21 1.41 6.96
H -3.38 7.13 -1.60
H 3.52 0.05 -6.41
H -0.69 0.97 5.53
H -3.63 5.68 2.16
H 0.38 3.83 4.31
H 3.20 -0.24 5.44
H 6.00 3.10 -3.70
H 1.60 -1.08 5.85
H -2.46 -4.10 -0.18
H -6.96 -1.57 -1.98
H 0.00 -5.83 4.38
H 3.11 -0.48 -3.44
H 0.84 1.27 1.66
H 3.90 -6.60 3.96
H 4.68 3.15 3.93
H 1.91 -6.94 5.25
H -4.52 5.95 0.68
H 1.02 0.81 -3.51
H -1.03 6.89 0.90
H 1.98 2.94 6.66
H 0.09 2.54 5.79
H 1.73 3.74 -4.41
H -0.21 -6.89 1.47
H 1.96 -7.20 0.17
H 4.39 -1.09 -4.58
H -6.24 -0.56 -3.23
H 1.08 -7.79 3.99
H 2.26 -0.83 -5.58
H -3.93 0.44 -2.92
H 2.65 3.16 -2.13
H 5.26 0.64 -3.18
H 5.04 -5.82 2.14
H 5.36 1.00 -4.90
H -2.10 3.57 1.57
H 0.05 2.19 2.77
H 4.63 4.37 -3.76
H 1.34 -8.15 1.50
H -0.55 -5.31 0.81
H 1.08 2.65 -7.09
H 2.23 1.55 -7.80
H -6.18 -4.86 0.09
H 4.03 2.23 -1.56
H 1.63 -3.09 2.99
H 2.92 -8.50 0.85
H 5.22 3.49 -5.09
H 0.22 4.99 -1.71
H -3.56 -4.87 0.94
H -2.78 2.90 -2.03
H 2.72 1.33 -2.33
H 0.34 -0.09 3.70
H 4.62 -5.91 0.53
H -6.13 -2.10 -3.34
H 2.69 -3.95 0.52
H 1.38 -4.89 4.60
H -0.05 4.52 -3.31
H -4.95 -3.62 -3.07
H 0.36 0.25 -5.02
H -6.24 -1.44 0.42
H 1.35 5.15 3.77
H 1.97 3.27 1.99
H 3.41 -8.07 3.49
H 0.82 0.93 -7.04
H -3.76 4.40 -3.37
H -1.12 2.74 -2.37
H -4.86 -2.96 1.66
H -3.43 -5.30 -0.78
H -6.61 -3.41 -0.82
H -2.71 5.90 -3.83
H -0.07 5.52 0.73
H -5.13 -0.57 1.44
H -3.48 -0.22 -0.43
H -0.20 6.28 -2.84
H -3.58 -0.82 -3.95
H -2.61 -0.68 -2.53
H 2.14 -0.06 3.42
H 0.72 -3.20 1.51
H -3.34 -2.20 0.94
H -5.74 -4.73 -1.62
H -1.27 5.71 2.13
H -4.81 0.59 -0.87
H 3.03 1.96 2.43
H 4.81 -7.46 1.47
H 3.88 4.40 3.07
H 0.24 2.04 -4.56
H -1.22 -5.73 2.24
H 2.31 0.04 6.95
H -1.67 2.08 -0.11
H -0.05 -3.33 3.11
H 3.97 4.50 4.82
H -2.42 4.31 -4.37
```

maximum force	4.253	eV/A
gap between HOMO and LUMO	1.315	eV
total charge	+1
energy relative to the best compared isomer or geometry (same formula, charge and spin)	0.00	kJ/mol

---

Entry 8:
This record from the OMol25 dataset describes C4H6O2 as an isolated structure. The level of theory is ωB97M-V/def2-TZVPD.

```
12
C4H6O2, DFT ωB97M-V/def2-TZVPD
O -0.69 0.25 -0.65
O 0.12 -1.43 2.41
C -0.70 -1.90 1.67
C 1.02 1.42 -0.63
C 0.18 0.86 0.24
C 0.15 0.82 -1.71
H -0.43 1.50 -2.34
H -1.44 -1.28 1.13
H 0.58 0.01 -2.31
H 1.91 2.02 -0.60
H 0.06 0.73 1.31
H -0.75 -2.99 1.47
```

maximum force	0.560	eV/A
gap between HOMO and LUMO	9.924	eV
total charge	0
energy relative to the best compared isomer or geometry (same formula, charge and spin)	326.41	kJ/mol

---

Entry 9:
This record from the OMol25 dataset describes a 2-piece molecular cluster, H5NS overall in a non-equilibrium geometry. The level of theory is ωB97M-V/def2-TZVPD.

```
7
H5NS, DFT ωB97M-V/def2-TZVPD
S -0.98 0.56 0.70
N 1.64 -0.82 -1.10
H 0.31 0.67 0.42
H -1.09 -0.64 0.11
H 0.72 -1.22 -0.97
H 1.65 -0.43 -2.01
H 2.39 -1.43 -0.87
```

maximum force	1.359	eV/A
gap between HOMO and LUMO	10.507	eV
total charge	0
energy relative to the best compared isomer or geometry (same formula, charge and spin)	14.30	kJ/mol

---

Entry 10:
This record from the OMol25 dataset describes a 2-piece molecular cluster, CH3NO2S overall in a non-equilibrium geometry. The level of theory is ωB97M-V/def2-TZVPD.

```
8
CH3NO2S, DFT ωB97M-V/def2-TZVPD
S -3.99 -0.98 0.28
O 5.93 0.09 0.85
O 6.01 -2.00 -0.25
N 5.37 -0.99 -0.16
C -3.33 0.68 -0.06
H -3.88 0.83 -1.04
H -3.81 1.39 0.55
H -2.31 0.98 -0.18
```

maximum force	5.627	eV/A
gap between HOMO and LUMO	6.252	eV
total charge	-2
energy relative to the best compared isomer or geometry (same formula, charge and spin)	163.52	kJ/mol

---

Entry 11:
This record from the OMol25 dataset describes a 2-piece molecular cluster, C5H13NO overall in a non-equilibrium geometry. The level of theory is ωB97M-V/def2-TZVPD.

```
20
C5H13NO, DFT ωB97M-V/def2-TZVPD
O 0.87 0.05 -0.16
N -0.10 2.10 -1.12
C 0.25 -1.73 -0.77
C -0.50 1.09 -0.35
C -0.66 -2.38 0.21
C -1.41 1.44 0.83
C 2.15 0.62 0.10
H 1.27 -2.09 -0.82
H -0.16 -1.49 -1.75
H -0.47 3.00 -0.80
H -2.47 1.34 0.60
H 2.48 1.26 -0.72
H -1.24 2.50 1.07
H -0.33 -2.19 1.24
H 2.12 1.20 1.03
H -1.69 -2.04 0.11
H -1.38 0.86 1.76
H 2.89 -0.19 0.20
H -0.96 0.12 -0.73
H -0.66 -3.47 0.05
```

maximum force	2.857	eV/A
gap between HOMO and LUMO (spin up / spin down)	7.093 / 7.095	eV
total charge	0
energy relative to the best compared isomer or geometry (same formula, charge and spin)	584.98	kJ/mol